1.
64
Properties=species:S:1:pos:R:3:forces:R:3:nbo_charge:R:1 method="wB97M-V/def2-TZVPD" gap_ev=6.849 largest_force_ev_per_a=1.53 lumo_ev=-1.5 total_charge=0 e_above_lowest_ev=0.000 total_energy_ev=-81910.0360 e_homo_ev=-8.323
S 1.546508 2.178409 0.244163 0.72 0.08 0.08 0.497
S -4.495368 0.514390 -2.116498 0.07 -0.16 -0.15 -0.047
S -1.506911 0.417719 -2.335894 -0.51 0.00 -0.14 0.479
S 4.507790 1.795581 0.490794 -0.09 0.11 0.18 -0.053
O 0.943992 -2.872166 -1.484223 0.09 -0.30 -0.27 -0.495
O -1.056755 2.728608 0.661154 -0.18 -0.01 0.05 -0.580
O -1.285837 -0.231411 3.025520 0.11 0.22 0.41 -0.504
O 1.670954 -1.389177 0.035095 -0.09 -0.07 0.20 -0.659
O -1.981439 -0.397552 0.902881 0.03 -0.16 0.04 -0.655
O 1.361099 -0.097411 -2.818343 -0.01 -0.07 0.01 -0.570
N 2.950477 0.708843 -1.364741 0.09 0.01 -0.30 -0.467
N -2.780277 1.805286 -0.555066 -0.06 0.31 0.01 -0.463
C 1.761813 0.237334 3.124430 0.07 -0.18 0.29 -0.406
C 3.097249 1.496112 -0.266549 -0.03 0.31 0.29 -0.086
C 2.968391 0.571616 3.990232 -0.18 0.05 -0.17 -0.603
C -0.269575 -1.223627 2.829070 0.41 -0.50 -0.10 -0.081
C -0.410212 -2.763920 -1.038319 -0.42 0.01 0.42 -0.086
C -3.020711 0.961230 -1.593821 -0.03 -0.22 -0.38 -0.076
C 0.927936 -0.898686 3.711011 -0.29 0.28 -0.39 -0.415
C 3.231661 -2.426273 -1.496141 0.02 0.19 0.13 -0.514
C 4.051588 -0.046734 -1.925115 0.38 -0.29 -0.12 -0.228
C -2.553780 -4.810902 1.450053 -0.05 0.17 -0.20 -0.597
C 0.743058 1.319569 -1.014102 -1.48 0.33 0.21 -0.257
C -2.215359 -3.779914 0.380712 0.21 -0.12 0.11 -0.403
C -4.208688 1.328207 1.400665 0.26 0.05 -0.08 -0.409
C -0.752289 -3.869243 -0.045000 -0.05 0.32 -0.27 -0.416
C -0.601869 1.301536 -1.169696 1.44 -0.26 -0.22 -0.265
C -3.835581 2.316588 0.293675 -0.39 0.09 0.33 -0.224
C 1.872985 -2.150947 -0.882322 0.39 -0.19 -0.11 0.835
C 4.280039 -1.362746 -1.176740 -0.26 0.04 -0.08 -0.408
C -3.095500 1.117000 2.428562 -0.09 -0.11 -0.12 -0.524
C -1.463674 2.026999 -0.242382 0.16 0.29 0.03 0.674
C 1.670827 0.558279 -1.848374 -0.07 0.07 -0.31 0.676
C -2.068310 0.084642 2.008882 -0.35 0.18 0.04 0.834
H 3.094183 -2.534707 -2.572728 0.00 -0.09 0.02 0.239
H 1.543002 -1.796283 3.796587 0.00 -0.07 0.04 0.206
H -3.599456 -4.733167 1.737588 -0.09 -0.06 0.09 0.209
H -2.413654 -2.774928 0.756203 -0.05 0.03 -0.06 0.218
H 0.023404 -1.241443 1.775450 -0.06 -0.04 0.14 0.222
H -0.105653 -3.769768 0.830630 0.05 -0.02 0.03 0.199
H -5.091661 1.721177 1.905505 -0.03 -0.02 -0.01 0.222
H -3.511748 0.785379 3.381154 0.06 0.02 0.01 0.241
H 2.653713 0.908259 4.975679 0.02 0.03 0.15 0.198
H 4.946787 0.576428 -1.860257 -0.18 -0.05 -0.07 0.239
H 3.559242 -3.392776 -1.104414 -0.06 -0.04 -0.05 0.242
H -0.552435 -4.839989 -0.504192 0.05 -0.05 0.04 0.202
H -1.020361 -2.845659 -1.940093 0.06 0.03 0.07 0.195
H -2.558381 2.050376 2.613801 0.01 -0.04 0.10 0.253
H -2.373782 -5.818024 1.080125 0.01 -0.14 0.02 0.201
H -0.569214 -1.784817 -0.578435 -0.01 -0.12 -0.11 0.220
H -3.467080 3.250872 0.725027 -0.07 -0.06 -0.08 0.227
H -1.941813 -4.660090 2.337158 0.06 -0.02 0.12 0.197
H -4.472772 0.371585 0.945299 -0.10 0.05 0.03 0.232
H 3.802878 -0.238332 -2.971890 0.07 0.06 0.08 0.229
H 5.263253 -1.740995 -1.458078 0.02 0.00 0.03 0.221
H 3.604275 -0.302849 4.112722 0.11 -0.08 0.05 0.197
H 4.285311 -1.163967 -0.103289 0.11 -0.02 -0.03 0.233
H -2.853426 -3.936007 -0.491201 -0.06 0.06 -0.05 0.198
H 2.098966 -0.064775 2.131290 -0.06 0.07 -0.05 0.215
H 1.134640 1.124453 3.014314 -0.03 0.00 -0.08 0.201
H 0.570606 -0.630712 4.706978 0.03 -0.09 0.12 0.205
H 3.557150 1.360020 3.528126 0.12 0.08 0.01 0.219
H -0.706886 -2.191842 3.098188 0.00 0.09 -0.07 0.179
H -4.705959 2.512288 -0.337066 0.18 0.04 0.06 0.239

---

2.
57
Properties=species:S:1:pos:R:3:forces:R:3:nbo_charge:R:1 method="wB97M-V/def2-TZVPD" gap_ev=8.444 largest_force_ev_per_a=0.86 lumo_ev=-2.0 total_charge=+1 e_above_lowest_ev=0.000 total_energy_ev=-31861.8419 smiles="CCOC(=O)Nc1ccc2c(c1)N(CCC[NH+](C)C)c1ccccc1CC2" e_homo_ev=-10.491
O 1.522320 -0.929504 2.408582 0.04 0.12 0.34 -0.726
O 1.446454 -2.845352 3.606074 -0.29 -0.13 -0.32 -0.490
N 0.505495 -2.805052 1.610673 -0.21 -0.47 0.07 -0.606
N 2.440036 0.558139 0.396770 -0.35 -0.22 0.34 -0.418
N -1.276663 0.930311 -0.831532 -0.27 0.27 0.04 -0.470
C 0.781693 2.275992 -0.565980 0.05 -0.15 0.29 -0.431
C -3.718459 1.841464 -3.456839 -0.03 0.02 0.05 -0.188
C -0.605567 -2.565654 -1.881019 -0.03 0.05 0.21 -0.150
C -0.429253 -0.980233 0.325802 -0.18 0.07 0.01 -0.310
C -1.491103 0.675495 -3.642613 -0.14 -0.18 0.01 -0.412
C -0.590343 1.869474 0.029425 0.31 0.07 -0.17 -0.209
C 1.130030 -1.490872 5.612279 0.10 -0.23 -0.35 -0.636
C -0.002237 -2.293162 0.399610 0.06 0.23 -0.29 0.153
C -0.921117 -0.412651 -0.856708 0.21 -0.66 0.11 0.193
C -4.604242 2.464871 -1.321292 -0.03 0.07 0.04 -0.202
C -1.011973 -1.239377 -1.994364 0.01 0.04 -0.04 -0.059
C 3.727384 0.499175 1.109749 0.62 -0.09 0.43 -0.409
C -3.471006 1.965186 -0.707520 0.00 -0.08 -0.06 -0.219
C -1.520591 -0.826176 -3.350897 0.04 0.15 -0.22 -0.412
C 2.112180 -2.224803 4.713304 0.24 0.44 0.46 -0.070
C 2.008782 1.977335 0.292307 -0.32 0.76 -0.25 -0.219
C -0.092927 -3.107887 -0.719338 0.03 0.06 0.18 -0.265
C -4.728102 2.406358 -2.699079 -0.06 0.00 -0.03 -0.200
C -2.571295 1.345989 -2.855053 0.19 0.06 0.05 -0.036
C -2.451666 1.405263 -1.470231 -0.39 0.10 -0.15 0.141
C 1.170396 -2.097109 2.544482 0.22 -0.20 -0.02 0.924
C 2.549554 -0.111667 -0.905778 -0.03 -0.38 -0.66 -0.431
H -0.511738 1.086532 -3.384973 0.03 0.02 -0.04 0.203
H 0.884963 1.830594 -1.554530 -0.01 0.06 -0.04 0.224
H 0.217009 -4.139442 -0.679781 0.09 -0.15 -0.01 0.225
H 0.663724 -0.668373 5.074762 -0.03 0.08 0.00 0.215
H 3.634913 0.980585 2.080516 -0.10 0.03 -0.04 0.234
H -0.926725 -1.349917 -4.104202 -0.05 -0.04 0.04 0.220
H -0.446737 -0.406934 1.236000 -0.01 0.07 0.03 0.228
H -3.813717 1.791786 -4.531414 0.00 -0.01 -0.13 0.217
H -3.383265 1.995910 0.368894 0.03 -0.01 0.11 0.214
H -0.460774 1.504526 1.051320 -0.09 0.04 0.04 0.186
H -0.685981 -3.197406 -2.752769 0.01 -0.06 -0.12 0.223
H -5.611616 2.795066 -3.180523 -0.09 0.04 -0.05 0.224
H 0.355786 -2.171212 5.956897 -0.06 -0.04 0.08 0.223
H 4.504007 0.997081 0.530973 -0.11 0.03 -0.09 0.222
H 2.853823 2.531976 -0.126367 0.04 -0.14 0.13 0.220
H -1.654604 0.834549 -4.708510 0.04 0.03 0.01 0.228
H 0.365946 -3.787549 1.800300 0.02 0.12 0.06 0.427
H 1.776717 0.003973 1.010339 0.28 0.27 -0.35 0.511
H 0.786523 3.356459 -0.715102 0.10 0.00 -0.02 0.242
H 1.567155 -0.238730 -1.355109 0.04 0.06 0.06 0.248
H -2.552448 -1.175235 -3.459049 0.03 0.00 -0.08 0.226
H 4.011154 -0.538078 1.270930 -0.10 -0.01 -0.06 0.232
H -5.393143 2.892408 -0.722090 -0.08 0.04 0.05 0.223
H 2.875122 -1.538703 4.331715 -0.07 -0.19 0.06 0.190
H 2.985576 -1.099378 -0.772261 0.01 0.02 0.12 0.233
H 1.833688 2.339741 1.307409 0.14 -0.10 0.02 0.224
H 3.188445 0.469300 -1.570101 0.02 0.07 0.08 0.222
H 1.657714 -1.092950 6.473551 0.04 0.06 0.11 0.230
H 2.588512 -3.050380 5.243518 -0.02 0.10 -0.12 0.206
H -1.217807 2.758252 0.088845 0.08 -0.12 0.07 0.238